Record 1
This record from OMol25 describes a 2-piece molecular cluster, C2H2F3O2S2 overall in a non-equilibrium geometry. The level of theory is wB97M-V/def2-TZVPD.

```
11
Properties=species:S:1:pos:R:3:forces:R:3
C 0.74311 0.56721 -0.11877 -1.7743 0.2063 0.2796
C 1.48353 -0.67477 -0.16981 0.9109 -0.7165 0.0130
O -2.19510 1.44793 1.23668 0.3026 -0.1218 -0.2346
O -2.17288 -0.99819 0.95801 0.2579 0.1053 -0.1423
F 1.23533 -1.42628 -1.25942 -0.2707 0.0087 -0.2245
F 1.31584 -1.47853 0.89938 -0.2488 0.0546 0.2053
F 2.88229 -0.51643 -0.21311 -0.3341 0.2872 -0.0079
S -2.87042 0.50261 -1.41406 0.3608 -0.0107 0.3236
S -2.02950 0.30859 0.35180 0.7453 0.0951 -0.2649
H 0.71304 1.11876 -1.04469 -0.0238 0.0156 -0.1173
H 0.89477 1.14911 0.77399 0.0740 0.0760 0.1701
```
Forces are in eV/Å.

Properties
**DFT total energy**: -36024.64754 eV
**Lowest unoccupied orbital energy (alpha / beta)**: 2.6666 / 2.8112 eV
**Total charge**: -1
**Energy above the lowest of the compared OMol25 structures with the same formula, charge and spin**: 0.0 kJ/mol
**Spin multiplicity**: 1

Record 2
This record from OMol25 describes C20H14BrCl3IMnN7S2Se3Te as an isolated structure in a non-equilibrium geometry. The level of theory is wB97M-V/def2-TZVPD.

```
53
Properties=species:S:1:pos:R:3:forces:R:3
Mn 0.96064 -0.05846 0.22400 0.0703 -0.9689 0.5100
Se 3.07423 -1.45496 0.96308 -0.2031 0.5831 -0.0095
Se 3.51226 -3.12344 -0.48568 -0.0482 -0.1872 -0.2293
Te 5.01691 -2.04471 -2.23213 -0.1166 0.2827 -0.0801
Se 4.40603 0.26316 -2.32811 0.0084 -0.3199 0.0198
N -2.97121 -0.44547 0.96559 0.0806 -0.3241 -0.5512
C -2.23600 0.35887 1.73503 0.2106 0.2657 0.4817
N -0.97403 0.66714 1.54787 0.0757 0.2185 -0.1292
C -0.50622 1.44479 2.59487 -0.1851 -0.1144 -0.0368
C -1.39458 1.73497 3.56760 -0.0553 0.0541 0.1588
S -2.91671 1.01921 3.20850 0.0772 -0.0833 -0.2519
C 0.88692 1.86268 2.56605 0.1812 0.1019 0.0132
C 1.46985 2.76253 3.37904 0.0421 0.0645 0.0736
S 3.11494 3.01888 2.92440 -0.0087 -0.1322 -0.0741
C 2.93086 1.86938 1.63651 -0.0318 0.0593 0.2368
N 1.72216 1.31729 1.58861 0.1434 0.2396 0.0200
N 3.93443 1.60895 0.80662 -0.1301 0.2751 -0.1025
H -2.62792 -0.68399 0.03170 -0.0486 0.1775 0.0244
H -3.96421 -0.47554 1.10953 -0.0302 -0.0338 -0.0533
H -1.25269 2.31629 4.46448 0.0295 -0.0440 -0.0595
H 1.03427 3.30972 4.19892 -0.0139 -0.0280 -0.0766
H 4.82162 2.06324 0.92807 0.0015 0.0144 -0.0322
H 3.79754 1.05535 -0.03687 0.0994 -0.1814 0.1141
N -2.66062 -5.29514 4.77539 0.1002 0.0917 -0.0929
C -2.04344 -4.58456 4.11540 -0.0850 -0.1249 0.1319
C -1.28996 -3.67650 3.29326 0.0580 0.0746 -0.1498
C -0.57016 -2.63183 3.86777 0.0151 -0.0037 0.1054
C 0.10026 -1.76520 3.02928 -0.0080 -0.0469 -0.0462
N 0.06518 -1.85730 1.69911 -0.1367 -0.1200 0.2068
C -0.59314 -2.87706 1.15804 0.0644 0.0085 -0.1146
C -1.27598 -3.81869 1.91258 -0.0705 -0.0916 0.1136
H -0.53219 -2.50289 4.94049 -0.0108 -0.0132 -0.0140
H 0.69740 -0.95898 3.44013 -0.0429 0.0406 0.0193
H -0.56452 -2.93962 0.07663 -0.0195 0.0499 -0.0159
H -1.79329 -4.64083 1.43847 -0.0187 0.0470 -0.0362
Cl -2.03905 -0.54500 -2.26163 -0.0869 -0.0359 0.5897
C -0.06183 -2.15358 -3.30220 -0.0700 0.0514 0.3167
Cl 1.42530 -2.96544 -3.63718 0.2322 -0.0092 0.0727
Cl -1.28582 -2.47008 -4.47074 0.0251 -0.0339 -0.0702
C -0.17514 -1.41467 -2.16160 -0.0941 0.2553 -0.1241
N 0.51563 -1.06094 -1.17360 -0.1968 -0.5831 -0.6484
Br -1.22429 5.07013 -2.37896 -0.0136 -0.0132 -0.0390
C -0.98813 3.53761 -3.46472 0.0489 -0.1066 0.1265
C -1.57415 3.52663 -4.72112 -0.0213 -0.0230 0.0032
C -1.43870 2.41200 -5.53525 -0.0145 0.0200 -0.0077
C -0.69444 1.32202 -5.11331 0.0424 0.0128 -0.0762
C -0.08544 1.33916 -3.86937 0.1781 0.0353 -0.0079
C -0.25352 2.43557 -3.04009 0.1050 0.0341 0.0725
I 0.62486 2.38658 -1.13069 -0.0755 0.5418 -0.3360
H -2.13620 4.39028 -5.04850 -0.0177 -0.0217 -0.0001
H -1.91906 2.40211 -6.50558 0.0262 0.0059 0.0231
H -0.58638 0.44896 -5.74409 0.0019 0.0188 0.0356
H 0.51776 0.50138 -3.54562 -0.0634 0.0202 -0.0040
```
Forces are in eV/Å.

Properties
**DFT total energy**: -403431.43363 eV
**Lowest unoccupied orbital energy (alpha / beta)**: -1.5985 / -1.9549 eV
**Total charge**: 0
**Spin multiplicity**: 6

Record 3
This record from OMol25 describes C18H23N4OSTi as an isolated structure. The level of theory is wB97M-V/def2-TZVPD.

```
48
Properties=species:S:1:pos:R:3:forces:R:3
Ti -0.07324 -0.83250 0.53967 -0.0254 -0.2258 -0.5719
C 0.02837 1.95425 2.22944 0.0258 0.0363 0.0191
C -0.62200 0.86961 3.07918 -0.0245 -0.0051 0.0322
N -0.14646 -0.48601 2.72643 -0.0712 0.0781 -0.1303
C 1.10701 -0.94013 3.36623 -0.0116 -0.0221 0.0004
C 2.36149 -0.25372 2.84125 -0.0073 0.0141 0.0296
S 2.49006 -0.22542 1.01583 -0.0004 0.0081 0.0773
C 2.55077 1.55006 0.61764 0.0478 0.0452 -0.0156
C 1.23399 2.11403 0.08414 -0.0303 -0.0154 0.0154
N 0.07316 1.57251 0.80614 -0.0231 0.0663 -0.0596
H -0.51524 2.89070 2.37393 0.0058 0.0060 0.0179
H 1.04427 2.13987 2.57042 -0.0119 0.0037 -0.0258
H -0.45008 1.08041 4.13880 -0.0081 -0.0011 0.0033
H -1.69862 0.88004 2.91149 0.0175 0.0012 -0.0146
H -0.86517 -1.15176 3.00053 -0.0055 -0.0134 0.0030
H 1.05676 -0.78489 4.44855 0.0210 -0.0174 0.0070
H 1.17317 -2.01128 3.17799 0.0096 0.0055 -0.0065
H 2.44848 0.77057 3.19606 0.0133 0.0086 -0.0108
H 3.23098 -0.79501 3.21031 0.0012 0.0030 0.0023
H 2.90359 2.07284 1.50525 0.0046 -0.0062 -0.0014
H 3.32367 1.66978 -0.14018 0.0062 -0.0030 0.0058
H 1.27568 3.20714 0.13515 0.0266 0.0070 -0.0059
H 1.12154 1.83970 -0.96652 -0.0045 -0.0036 0.0073
H -0.77240 1.90397 0.34975 -0.0017 -0.0710 -0.0016
C 2.56324 -0.77585 -4.74131 -0.0229 -0.0003 0.0084
C 2.91524 -0.85901 -3.40404 -0.0028 -0.0013 -0.0002
C 1.92816 -0.82681 -2.42975 0.0944 -0.0490 -0.0493
C 0.59590 -0.71143 -2.79144 0.0686 -0.0046 -0.0008
C 0.23401 -0.64289 -4.13382 -0.0295 0.0759 -0.0345
C 1.22246 -0.67188 -5.09965 0.0169 -0.0036 -0.0079
N -0.36663 -0.67860 -1.73565 -0.1625 0.0766 0.4038
N -1.55554 -0.68968 -2.10367 -0.0436 0.0064 -0.1090
C -2.53155 -0.67683 -1.09024 0.0010 0.0526 -0.0190
C -3.85037 -0.67715 -1.53532 -0.0153 0.0051 0.0076
C -4.87466 -0.67803 -0.60421 0.0036 -0.0012 -0.0059
C -4.56210 -0.68581 0.74761 0.0069 0.0091 -0.0007
C -3.23267 -0.68891 1.16829 -0.0333 -0.0172 -0.0459
C -2.17465 -0.68267 0.26596 -0.0681 0.1008 0.2344
H 3.32741 -0.80340 -5.50605 -0.0005 0.0031 -0.0033
H 3.95235 -0.96587 -3.11574 0.0002 0.0013 -0.0078
H 2.20003 -0.94747 -1.39125 -0.0056 -0.0258 0.0411
H -0.80803 -0.56557 -4.40735 0.0194 0.0013 0.0096
H 0.94523 -0.61694 -6.14362 0.0084 -0.0002 -0.0039
H -4.05101 -0.68212 -2.59855 0.0049 -0.0019 -0.0026
H -5.90632 -0.68096 -0.92749 -0.0008 0.0012 0.0027
H -5.35775 -0.69659 1.48178 0.0008 -0.0013 0.0014
H -3.05007 -0.71591 2.23924 -0.0096 -0.0196 -0.0019
O 0.15756 -2.41441 0.63877 0.2152 -0.1067 0.2072
```
Forces are in eV/Å.

Properties
**DFT total energy**: -60993.32669 eV
**Lowest unoccupied orbital energy**: -3.6369 eV
**Total charge**: +1
**Energy above the lowest of the compared OMol25 structures with the same formula, charge and spin**: 0.0 kJ/mol
**Spin multiplicity**: 1

Record 4
This record from OMol25 describes C5H6LiNiO4 as an isolated structure in a non-equilibrium geometry. The level of theory is wB97M-V/def2-TZVPD.

```
17
Properties=species:S:1:pos:R:3:forces:R:3
C 0.36957 -1.45439 1.03681 -0.1253 -0.7277 0.2510
C -0.81699 -1.98602 0.23399 -0.0655 -0.0850 -0.0752
C -2.12972 -1.52114 0.78703 0.1285 0.1385 0.2520
C -2.82677 -0.45561 0.30385 -0.4174 0.3356 0.3693
O -3.77646 0.17487 0.93976 0.7492 -0.2521 -0.0010
O 0.59076 -0.05805 0.82538 -0.4304 1.5847 0.9807
Ni 1.10582 1.27901 -0.55904 -0.1081 0.3850 0.2444
Li -2.63346 0.23588 2.42747 -0.1255 -0.0373 -0.5301
H 1.30204 -1.95803 0.74766 -0.1362 0.2228 0.1047
H 0.19979 -1.59976 2.11355 0.0988 0.0468 -0.2880
H -0.73940 -3.08556 0.24066 0.0263 0.2283 -0.0275
H -0.69884 -1.66744 -0.81405 -0.0389 -0.0749 0.1868
H -2.45440 -1.96894 1.73819 0.0186 0.0265 -0.2952
H -2.51676 -0.04896 -0.68066 -0.0791 -0.1000 0.1042
O -0.76688 0.74502 2.60530 0.7088 -0.1858 -0.4044
O 0.28607 2.12998 1.17365 0.6435 -0.4901 -0.7554
C -0.03088 1.03752 1.67903 -0.8472 -1.0153 -0.1164
```
Forces are in eV/Å.

Properties
**DFT total energy**: -54718.68353 eV
**Lowest unoccupied orbital energy (alpha / beta)**: 0.1712 / -2.3778 eV
**Total charge**: 0
**Energy above the lowest of the compared OMol25 structures with the same formula, charge and spin**: 0.0 kJ/mol
**Spin multiplicity**: 4

Record 5
This record from OMol25 describes one molecule with the formula C25H41N5O6. The level of theory is wB97M-V/def2-TZVPD.

```
77
Properties=species:S:1:pos:R:3:forces:R:3
C 6.67331 1.66091 -2.47597 -0.0959 -0.0081 0.2964
H 7.30775 0.78200 -2.38224 0.0904 -0.1006 -0.0379
H 6.27959 1.69371 -3.48970 -0.0338 0.0026 -0.1553
H 7.28844 2.54383 -2.31894 0.0939 0.1034 -0.0417
C 5.52952 1.61874 -1.46267 -0.0553 -0.0234 -0.3030
C 4.70944 2.90407 -1.55972 0.1448 -0.1180 0.1988
H 4.30541 3.01472 -2.56436 -0.0668 0.0171 -0.1286
H 5.33741 3.76686 -1.34889 0.0328 0.1395 0.0038
H 3.88333 2.90394 -0.85478 -0.1063 0.0970 0.0176
C 4.66009 0.37475 -1.70690 0.0995 -0.0359 0.2611
H 5.27131 -0.42596 -2.12656 -0.0350 -0.0134 -0.0633
H 3.87267 0.61051 -2.42457 -0.0381 -0.0506 -0.0505
C 4.00235 -0.18853 -0.43253 -0.0095 -0.2475 -0.3005
N 3.12043 0.74962 0.20462 0.2324 0.0170 0.2303
C 1.78661 0.69619 0.09672 0.2993 -0.0419 -0.0776
O 1.20038 -0.13196 -0.59895 -0.0610 -0.1692 -0.1457
C 1.10724 1.73857 0.87903 -0.8074 0.3939 0.2995
C -0.24039 1.96584 1.11804 0.5135 -0.0808 -0.0542
N -0.27617 3.06593 1.92466 -0.1501 -0.1833 -0.1382
C 0.99406 3.46161 2.13836 0.0563 0.0775 0.0570
N 1.84648 2.68842 1.52764 0.3757 0.0030 -0.0034
H 1.26290 4.30908 2.73644 -0.0494 0.1946 0.1467
H -1.14420 3.44917 2.27120 0.0425 -0.0256 -0.0105
C -1.53486 1.33026 0.77231 0.1302 -0.2143 -0.2621
O -2.56113 1.77692 1.27013 -0.1908 0.1547 0.2014
N -1.44856 0.30588 -0.08304 0.1269 -0.0980 -0.0938
C -2.57420 -0.51759 -0.48549 -0.3806 0.2498 0.3308
C -3.69298 0.31203 -1.12412 -0.0010 -0.2728 -0.1391
H -3.31056 0.84783 -1.99429 0.0200 0.0356 -0.0279
C -4.84140 -0.60762 -1.54149 0.0253 0.3671 -0.2002
N -5.31907 -1.36853 -0.41076 0.0383 0.0270 -0.1364
C -6.50768 -1.16365 0.21034 0.0876 -0.1982 -0.1917
O -6.83379 -1.75071 1.21826 -0.2297 -0.0025 0.3488
O -7.26729 -0.27699 -0.45981 0.1010 0.0787 -0.0974
C -8.58757 0.06037 0.02296 -0.6019 0.1380 0.2596
C -9.10002 1.08285 -0.99358 0.3046 -0.3055 0.1939
H -10.09840 1.41050 -0.71972 -0.1120 0.0302 0.0387
H -8.43784 1.94428 -1.02080 0.0484 0.1242 -0.0002
H -9.13112 0.63922 -1.98544 -0.0363 -0.0384 -0.1184
C -9.48589 -1.17638 0.03403 0.3188 0.0645 0.0184
H -9.10939 -1.90344 0.74788 -0.0610 -0.0317 0.0166
H -9.50684 -1.63150 -0.95413 -0.0493 -0.0314 -0.1093
H -10.49642 -0.89268 0.31470 -0.1281 0.0583 -0.0048
C -8.50091 0.68923 1.41351 0.1656 -0.2055 -0.1775
H -7.82208 1.53932 1.39617 0.0351 0.1222 0.0047
H -8.13211 -0.03975 2.12945 -0.0291 0.0265 0.0588
H -9.48511 1.02767 1.72543 -0.1200 0.0718 0.0046
C -4.30869 -2.17277 0.23824 0.0423 -0.1065 0.4075
C -3.14729 -1.29645 0.70461 -0.0170 -0.1565 -0.2921
H -2.37028 -1.91594 1.15496 0.0326 -0.0104 0.0243
H -3.50319 -0.58469 1.45030 0.0130 -0.0057 0.0440
H -4.77880 -2.67619 1.08412 0.1115 -0.0219 -0.1714
H -3.94783 -2.92428 -0.47415 -0.0227 -0.0210 0.0330
H -5.66645 -0.02824 -1.95222 0.1462 -0.1222 -0.0525
H -4.48886 -1.31437 -2.30371 -0.0568 0.0425 -0.0272
H -4.05016 1.03940 -0.39512 -0.0042 0.0143 -0.0571
H -2.18502 -1.22592 -1.22572 -0.0173 0.0443 0.0438
H -0.51091 0.02616 -0.38893 -0.0360 0.1030 0.0610
H 3.51546 1.40025 0.87243 -0.1053 -0.0294 -0.0142
C 5.08351 -0.60676 0.56422 -0.6478 0.3442 -0.0535
O 5.25510 -0.04767 1.61743 0.1243 0.0015 0.0949
O 5.77424 -1.62485 0.08501 0.1219 -0.2888 -0.2847
C 6.90064 -2.19053 0.81263 0.5181 -0.2173 0.3618
C 6.42678 -2.75823 2.14888 -0.1113 0.2187 -0.2088
H 5.62417 -3.47449 1.98689 -0.0514 -0.1089 -0.0007
H 7.25227 -3.26079 2.64482 0.1024 -0.0834 0.0248
H 6.06225 -1.96202 2.79200 0.0121 -0.0143 0.0583
C 7.97853 -1.12682 1.01243 -0.3126 -0.0093 -0.0400
H 8.85932 -1.58035 1.45784 0.1091 -0.0786 0.0196
H 7.61895 -0.33972 1.66939 0.0470 0.0274 0.0326
H 8.25419 -0.68845 0.05547 0.0726 0.0278 -0.1061
C 7.40541 -3.30690 -0.10068 -0.2694 0.3422 0.1212
H 6.61389 -4.03029 -0.27651 -0.0667 -0.1094 -0.0130
H 7.71578 -2.89600 -1.05771 0.0625 0.0317 -0.1106
H 8.25029 -3.81024 0.35937 0.0939 -0.0429 0.0674
H 3.40999 -1.06904 -0.70949 0.1417 0.1173 0.0998
H 5.96395 1.55668 -0.45923 0.0331 0.0139 0.0193
```
Forces are in eV/Å.

Properties
**DFT total energy**: -46330.19548 eV
**Lowest unoccupied orbital energy**: 0.6770 eV
**SMILES**: CC(C)C[C@H](NC(=O)c1nc[nH]c1C(=O)NC1CCN(C(=O)OC(C)(C)C)CC1)C(=O)OC(C)(C)C
**Total charge**: 0
**Energy above the lowest of the compared OMol25 structures with the same formula, charge and spin**: 12.9 kJ/mol
**Spin multiplicity**: 1

Record 6
This record from OMol25 describes one molecule with the formula C6H10S2 in a non-equilibrium geometry. The level of theory is wB97M-V/def2-TZVPD.

```
18
Properties=species:S:1:pos:R:3:forces:R:3
C -1.66343 -0.43584 0.93146 0.7651 0.5888 1.2227
C -0.48253 -1.34208 0.55965 -0.1982 -0.6269 1.9308
C 0.46494 -0.79295 -0.41204 2.8877 -0.4806 -1.0373
C 1.88733 -1.58549 -0.54143 -0.3145 0.3883 1.1790
C 2.57928 -0.34299 0.15797 -1.4542 -1.0559 -0.4639
C 1.25163 0.42057 0.00407 1.0390 0.6263 0.1208
H -1.82517 1.03062 -0.93611 0.1042 -0.0027 0.1676
H -2.26968 -0.99146 1.70105 0.2380 0.8291 -0.9348
H -1.30140 0.54384 1.37951 -0.2907 -1.4334 -0.1842
H -0.80334 -2.32650 0.24681 -0.4561 -0.1784 -0.4465
H 0.09618 -1.59307 1.47731 -0.3535 0.3925 -0.1334
H 0.03761 -0.61766 -1.36650 -0.7253 0.1115 -0.9499
H 2.33053 -1.72672 -1.52717 -0.6114 0.1066 -0.1881
H 1.96217 -2.56341 -0.00992 -0.2152 0.7995 -0.2147
H 2.84850 -0.51041 1.17790 -0.2101 -0.1918 0.9815
H 3.49935 -0.03796 -0.28323 0.3871 0.8660 -0.7092
S -2.65997 0.09311 -0.46522 -0.7079 -0.2825 -0.3635
S 0.86009 1.98597 0.08661 0.1161 -0.4564 0.0233
```
Forces are in eV/Å.

Properties
**DFT total energy**: -28053.13685 eV
**Lowest unoccupied orbital energy**: -0.1727 eV
**SMILES**: S=C1CC[C@H]1CCS
**Total charge**: 0
**Energy above the lowest of the compared OMol25 structures with the same formula, charge and spin**: 116.1 kJ/mol
**Spin multiplicity**: 1